{"formula": "C48H96O16", "method": "the ωB97M-V functional and the def2-TZVPD basis", "total_energy_ha": -3090.27203, "lumo_energy_ev": 0.48, "gap_ev": 9.6, "e_above_lowest_ev": 2.641, "symbols": ["O", "O", "O", "O", "O", "O", "O", "O", "O", "O", "O", "O", "O", "O", "O", "O", "C", "C", "C", "C", "C", "C", "C", "C", "C", "C", "C", "C", "C", "C", "C", "C", "C", "C", "C", "C", "C", "C", "C", "C", "C", "C", "C", "C", "C", "C", "C", "C", "C", "C", "C", "C", "C", "C", "C", "C", "C", "C", "C", "C", "C", "C", "C", "C", "H", "H", "H", "H", "H", "H", "H", "H", "H", "H", "H", "H", "H", "H", "H", "H", "H", "H", "H", "H", "H", "H", "H", "H", "H", "H", "H", "H", "H", "H", "H", "H", "H", "H", "H", "H", "H", "H", "H", "H", "H", "H", "H", "H", "H", "H", "H", "H", "H", "H", "H", "H", "H", "H", "H", "H", "H", "H", "H", "H", "H", "H", "H", "H", "H", "H", "H", "H", "H", "H", "H", "H", "H", "H", "H", "H", "H", "H", "H", "H", "H", "H", "H", "H", "H", "H", "H", "H", "H", "H", "H", "H", "H", "H", "H", "H"], "xyz": [[-1.346031, -1.899388, 5.609478], [-3.855380, -3.259033, 0.283658], [6.677714, -1.310653, 3.684543], [0.171997, 3.040981, 1.140014], [3.520853, -4.773663, -3.256914], [5.221330, -1.061955, -2.776404], [0.718413, -1.846310, 1.651866], [0.637694, 2.144677, -3.936048], [-4.156217, -0.401114, 3.468464], [0.627719, -5.584127, 2.827847], [5.545349, 2.933876, 0.351430], [-4.744533, 4.728278, -1.782960], [-0.867895, 5.589819, -0.415905], [-0.675281, -0.453347, -5.309597], [-2.470956, 4.200549, 3.434429], [-4.686432, -1.334292, -2.996750], [0.832515, -2.293904, 4.775547], [-6.290891, -0.738621, -1.279917], [-1.837692, -0.195160, -5.497663], [6.883719, 2.846455, -1.639509], [-0.409868, -2.643264, 5.453762], [-3.917979, 0.138069, -1.250634], [-4.257237, -0.340448, 4.689715], [0.307687, 3.379223, 2.306273], [-2.347280, 1.217303, -5.469846], [2.118629, -6.416025, -4.101004], [0.871190, 4.477867, -1.615109], [4.470187, 2.091175, -1.554932], [-2.814641, -1.291173, -5.851245], [0.170405, 2.377691, 3.418143], [4.450947, -2.054773, -0.802192], [5.481953, -1.692348, -1.821723], [-3.461582, 0.675942, 5.442693], [-1.240592, -0.557529, 1.868047], [1.251147, 1.200376, -4.445349], [-3.475201, -3.723498, 1.325998], [-3.625620, 5.109140, 1.566139], [2.823746, -4.810790, 3.253175], [-3.082930, 3.963781, 2.386796], [-3.467721, 2.590367, 2.009652], [-0.472468, -4.049558, 5.932830], [-1.464359, 3.410968, -1.371689], [4.565920, -0.643776, 2.794351], [1.611883, -5.093205, 2.364206], [-4.916168, -0.757768, -1.964928], [-2.078410, -4.126187, 1.621417], [-0.477907, 4.587599, -1.005631], [6.895983, 0.054145, 1.717286], [1.901973, -3.840919, -4.757596], [-4.281110, 5.656748, -2.369326], [0.686538, 4.707713, 2.810745], [1.999789, 0.134848, -3.613130], [-3.545682, 5.479026, -3.670887], [0.164159, -0.462135, -0.213902], [-4.430413, -3.877844, 2.566740], [-0.026466, -1.007373, 1.167685], [6.808726, -2.248460, -1.440256], [-5.188198, -1.248384, 5.446384], [1.537113, 1.137309, -5.924643], [6.092332, -0.663090, 2.852183], [2.534309, -4.980786, -3.946109], [1.764644, -4.956132, 0.883740], [-4.586197, 7.064096, -1.896527], [5.631453, 2.726559, -0.829561], [-2.630153, 0.128208, 5.939475], [-4.418956, 5.480985, 2.179106], [-1.431585, 0.479702, 1.565475], [2.257659, -0.699166, -4.243587], [-6.204372, -1.421615, -0.456629], [1.127061, -3.371490, -4.147222], [-3.047341, 1.366586, 4.715360], [-5.798259, -1.701087, 4.614217], [-5.829056, -0.788713, 6.158013], [2.680177, -3.038606, -4.905513], [7.546003, -1.800001, -2.103468], [-2.856392, 5.880771, 1.430797], [0.698901, 4.490882, -2.659188], [1.408041, -0.232489, -2.792510], [4.074013, -3.017933, -1.128725], [2.864642, 0.613846, -3.178002], [-4.147672, 5.942371, -4.483281], [1.385047, 5.445575, -1.468237], [-3.466209, -0.996113, -6.710525], [4.086075, -1.039711, 3.664916], [-3.543161, -1.411262, -5.035648], [-3.567497, 2.501433, 0.980502], [-1.159645, 2.607076, -0.742218], [1.243866, 2.095628, 3.737361], [1.416433, -3.973039, 0.729970], [3.453511, -4.005795, 2.903188], [2.739443, -5.047508, 0.392705], [1.097003, -1.237748, 4.856550], [-0.216750, 1.398139, 3.054335], [7.037099, -1.891944, -0.417822], [4.256325, -1.359190, 2.028510], [1.663860, -2.908284, 5.109256], [-1.509012, -4.378231, 5.948614], [7.531371, 3.610712, -1.315094], [6.507769, 1.061681, 1.699211], [-2.012072, -1.135308, 1.381338], [-3.692082, 7.467419, -1.430951], [0.895233, 1.853845, -6.446041], [-6.749369, 0.211379, -0.891740], [-4.399271, 2.421371, 2.490349], [3.634482, 1.957759, -0.858583], [1.433124, -6.579743, -4.982702], [-2.999046, 0.241066, -1.778569], [1.410581, 0.157598, -6.363022], [-4.096787, 1.239816, 6.158865], [0.176828, -4.773360, 5.418330], [-5.478158, 7.104622, -1.258920], [-3.715000, -0.453811, -0.357536], [4.753523, -2.189858, 0.241122], [-2.661263, 6.151692, -3.636674], [-0.338434, 2.786924, 4.326082], [3.432808, -5.735523, 3.246401], [-4.363086, -2.959871, 3.115925], [-3.185023, 4.460358, -3.892908], [4.093541, 0.318918, 2.572246], [-2.746287, 1.803506, 2.342498], [-0.059495, 5.082308, 3.487654], [7.942147, 0.019965, 2.011173], [1.576337, -6.819060, -3.284347], [-1.261452, -0.679036, 2.985307], [6.657721, -0.317174, 0.727968], [-0.407229, 0.435454, -0.389119], [-4.736120, 7.732434, -2.730160], [1.450610, 3.610754, -1.304908], [2.546640, 1.543716, -6.041772], [-5.424579, -3.987590, 2.151224], [7.523594, 1.909333, -1.637232], [-1.422419, -3.926311, 0.752320], [-2.297355, -2.241881, -5.931893], [6.787943, -3.339665, -1.461786], [-0.258961, -4.010967, 7.020362], [6.681227, 3.174955, -2.691209], [-4.132195, 4.734187, 0.660110], [2.481520, -4.728092, 4.249012], [-4.353919, 1.112421, -1.018033], [-6.970275, -1.340938, -1.930649], [1.537157, -4.197861, -5.686603], [1.000073, -5.545025, 0.432326], [-4.139699, -4.735813, 3.172156], [-1.687417, -3.588987, 2.578077], [4.259096, 2.795627, -2.338802], [-1.788460, 1.870983, -4.819669], [-2.190176, -5.226190, 1.879257], [3.013097, -6.979085, -4.122600], [3.655943, -1.253379, -0.706459], [-1.334928, 2.977999, -2.377023], [0.667758, -2.582109, 3.727857], [1.649779, 4.635394, 3.293323], [-4.531637, -2.003709, 5.917795], [-3.407764, 1.183414, -5.131128], [-2.498712, 3.646517, -1.199095], [4.813748, 1.138053, -2.036151], [1.188368, -0.147812, -0.362785], [0.772739, 5.403587, 1.950784], [-2.317614, 1.688910, -6.423069], [-0.106252, -1.205342, -0.984967]], "forces_ev_per_angstrom": [[-0.5, 0.7, 0.0], [-0.1, 0.1, -0.4], [-0.1, 0.2, 0.2], [0.2, 0.4, 0.7], [-0.7, 0.3, 0.0], [-0.3, 1.7, -2.7], [0.1, 0.3, -0.5], [0.8, -1.6, -0.7], [-0.1, -0.4, 0.9], [-1.5, -0.1, 0.8], [0.5, 0.7, 0.6], [-0.4, -1.5, 1.0], [0.4, -1.2, -0.5], [0.5, -0.3, 0.4], [-0.5, -0.4, -1.3], [-0.1, -0.4, 0.1], [1.0, 0.4, -0.6], [-0.8, -1.2, -1.0], [-0.3, -0.2, -0.7], [0.7, -0.3, -1.6], [-0.2, -0.8, 0.3], [-0.5, -1.0, 0.1], [-0.1, 0.8, -0.9], [-0.4, -1.4, 0.1], [-1.4, -0.3, 1.2], [-1.8, 0.5, -1.7], [0.6, 1.4, 0.8], [0.7, -0.4, 0.0], [-1.0, 0.5, 0.3], [1.3, -1.5, 0.8], [-1.8, 1.1, 1.0], [0.2, -1.7, 3.4], [0.2, 0.0, 0.4], [-0.3, 0.9, 0.8], [-0.1, 0.8, 0.9], [-0.8, 0.5, 1.9], [0.1, -0.9, -0.4], [-0.1, -1.0, -1.1], [1.0, 1.2, 1.7], [1.7, -0.9, 1.2], [-0.5, -0.8, 1.1], [1.2, 0.7, -0.2], [0.0, 0.1, -0.5], [2.5, -0.8, -0.2], [-0.7, 2.2, 0.2], [0.8, -0.4, 1.1], [-2.1, 0.0, -0.4], [-1.2, -0.1, 1.6], [1.5, 0.6, 1.5], [-0.7, 0.8, -0.9], [0.3, 1.4, -1.9], [-1.1, 0.8, -0.5], [1.1, 1.2, -0.4], [0.2, 0.0, -0.6], [0.6, -0.4, -1.9], [0.7, -0.8, 0.4], [1.0, 0.9, -0.1], [0.4, -1.3, -2.2], [-0.4, 1.2, 0.0], [0.2, -0.2, -1.1], [1.3, 0.5, 0.0], [0.1, 0.0, 0.1], [0.2, 0.1, -0.3], [-0.4, -1.8, -0.1], [-0.5, 0.5, 0.0], [-0.6, 0.7, 0.5], [-0.1, -0.2, 0.3], [0.4, -0.2, -0.1], [0.3, -0.2, 1.0], [-0.3, -0.1, -0.2], [0.2, 0.1, 0.1], [0.4, 0.0, 1.2], [-0.3, 0.6, 0.7], [-0.7, -1.0, 0.1], [0.3, -0.5, -0.1], [-0.4, -0.3, -0.2], [-0.1, -0.7, -1.3], [-0.4, 0.0, 0.3], [-0.6, -0.1, -0.1], [0.4, 0.0, -0.1], [0.2, -0.7, 0.4], [0.1, -0.6, 0.5], [0.8, -0.4, 0.3], [0.2, -0.1, 0.9], [0.2, 0.2, 0.1], [-0.4, -0.2, -2.0], [0.1, -0.7, 0.8], [-1.3, 0.6, -0.3], [-0.2, 1.7, -0.5], [0.0, 0.3, 0.1], [-0.1, -0.2, 0.5], [-0.2, -0.1, -0.2], [-0.2, 1.0, 0.4], [-0.1, -0.5, -0.4], [0.1, 0.2, -0.3], [0.0, 0.0, 0.2], [-0.1, -0.2, -0.4], [0.7, 1.0, 1.0], [0.2, 0.6, 0.0], [-0.7, -0.3, 0.1], [0.1, 0.0, 0.5], [-0.1, -0.2, 0.1], [0.8, -0.8, -0.7], [-1.0, -0.4, 0.4], [0.1, 0.0, -0.4], [1.0, 0.1, 0.7], [0.7, 0.1, -0.6], [0.3, -0.2, 0.1], [0.5, -0.5, -0.2], [-0.2, 0.4, 0.2], [0.5, -0.2, 0.0], [0.1, 0.4, 0.5], [0.7, -0.1, -0.4], [-0.2, -0.4, 0.0], [0.3, -0.5, -0.9], [-0.2, 0.3, -0.3], [0.0, 0.5, 0.4], [-0.6, 0.4, 0.2], [0.4, -0.1, -0.2], [-0.7, 0.9, 0.1], [-0.3, 0.1, 0.4], [0.0, 0.0, -0.4], [-0.6, 0.1, 1.2], [0.1, -0.1, -1.2], [0.1, -0.4, -0.1], [-0.5, 0.2, 0.0], [-0.2, 0.1, -0.5], [-0.1, 0.0, -0.1], [0.2, -0.4, -0.1], [-0.3, -0.1, 0.2], [-1.1, 0.8, -0.1], [-0.2, -0.3, 0.6], [0.0, 0.0, -0.5], [0.1, 0.1, 0.0], [0.4, -0.1, -0.5], [-0.1, -0.8, 0.7], [0.7, 0.5, 0.0], [-0.2, 0.5, 1.1], [0.0, -0.2, 0.1], [0.2, 1.0, 0.2], [-0.6, -0.2, -0.8], [-0.3, -0.8, -0.5], [-0.1, 0.1, 0.1], [-0.7, -0.9, -1.6], [-0.7, 0.1, -0.6], [0.4, -0.1, 0.4], [0.8, 1.1, -0.3], [0.9, -0.7, -0.5], [0.5, -1.1, -0.7], [0.2, 0.7, 0.1], [0.1, 0.4, 0.0], [0.3, 0.0, 0.3], [-0.5, 0.2, 0.0], [0.6, 0.2, -0.3], [-0.4, 0.3, 0.2], [-0.4, 0.8, 0.4], [0.5, -0.3, 0.0], [0.0, -0.2, 0.5], [0.0, 0.1, -1.1], [0.2, 0.2, 0.4]], "mulliken_charge": [-0.5312, -0.5666, -0.5806, -0.1639, -0.5466, -0.5790, -0.1336, -0.5339, -0.3623, -0.5765, -0.5923, -0.5271, -0.6090, -0.4156, -0.6616, -0.5827, -0.2337, -1.1682, 0.7671, -1.2129, 0.4294, -0.0545, 0.8481, 0.6587, -0.6863, -1.1076, -1.2671, -0.3771, -1.0760, -0.3041, -0.1664, 0.7506, -0.5311, 1.1285, 0.8103, 0.5722, -1.2141, -1.1287, 0.8497, 0.5606, -1.2994, 1.9674, -0.4117, 1.0349, 0.5996, -0.3650, 0.7569, -0.6072, -0.8151, 1.0334, -1.5672, 0.5287, -1.0271, -0.1039, -0.7921, 0.4427, -1.4023, -1.3067, -1.4609, 0.6834, 0.7120, -0.6517, -1.3479, 0.5788, 0.1433, 0.5830, -0.9703, -0.0764, 0.2790, 0.1984, -0.1580, 0.2902, 0.4575, 0.1574, 0.3905, 0.1905, 0.4137, -0.2326, 0.3282, -0.0511, 0.4377, 0.3789, 0.3428, 0.3318, 0.1572, -0.0865, -1.1553, 0.4457, -0.2676, 0.1660, 0.3874, 0.3449, -0.4688, 0.3589, -0.2662, 0.5595, 0.3400, 0.4460, 0.2991, -0.1829, 0.2723, 0.3071, 0.3008, 0.5308, 0.0315, 0.2927, 0.0972, 0.3215, 0.4640, 0.2773, 0.3348, -0.1258, 0.1393, 0.3100, 0.3384, 0.4270, -0.2258, 0.0845, 0.3898, -0.8577, 0.3720, 0.3270, 0.2822, -0.0250, -0.2295, -0.5557, 0.4460, 0.1637, 0.4606, 0.4066, 0.2033, 0.1334, 0.3094, 0.3208, 0.4037, 0.3314, 0.1127, 0.2861, 0.2376, 0.3643, 0.4840, 0.3845, 0.4093, -0.1810, 0.4637, -0.1773, 0.5667, 0.3378, -0.0915, -0.2484, -0.2943, 0.4554, 0.2272, 0.3585, -0.2683, 0.0838, -0.1832, 0.2375, 0.4323, 0.3671]}